75
Properties=species:S:1:pos:R:3:mulliken_charge:R:1 method="wB97M-V/def2-TZVPD" multiplicity=1 fmax_ev_per_a=7.4 total_charge=+4 gap_ev=2.28 e_lumo_ev=-15.942 homo_ev=-18.2
H 5.34978 -0.49778 4.57596 0.438
N -1.44731 -0.89594 3.75620 -0.238
N -2.63091 -2.49976 -3.79883 0.079
O -0.98490 -2.14893 1.30026 -0.646
O -4.09669 2.30893 -3.44552 -0.783
O 0.61193 1.35087 -2.53454 -0.891
O -4.58918 -3.28615 -2.94394 -0.632
O -1.16446 4.02058 0.12555 -0.614
C 0.25989 0.56655 -1.56329 1.467
H 0.56021 -2.81590 4.93836 0.261
H 1.26048 -0.09622 -4.04567 0.337
H 0.66631 -0.91945 -5.16868 0.293
O 0.95635 4.16173 -1.49531 -0.417
H 1.69686 0.09210 2.54067 0.041
O -1.63847 -2.47463 -1.33213 -1.093
H -4.53209 0.78183 -1.74654 0.244
H -1.16140 -1.07457 2.80412 -0.215
C 4.37815 -0.00447 4.54972 -1.564
O 2.91338 -2.05169 1.83180 -0.195
H -2.24663 -2.22768 -4.69236 0.202
Zr 1.79682 4.23057 0.55045 1.747
H 2.67458 2.08115 2.18398 0.518
H 4.11966 -2.23231 3.53348 0.684
H -3.36186 -3.48584 -5.74789 0.160
C -0.44235 -0.52043 -2.03267 -0.303
H -1.97033 -0.03826 3.86083 0.255
H 3.93173 3.36477 -1.28217 0.340
H 2.39932 -2.07829 3.72824 0.069
H 1.80054 0.09725 4.08366 0.311
H -4.96443 -4.02852 -5.19122 0.264
O 1.49423 -0.72307 -4.73025 -0.615
N 0.04596 -2.26750 4.26390 -0.202
H 0.75259 4.70454 -2.25693 0.344
O 0.82591 1.98406 0.34054 0.145
C 0.03609 -0.03584 0.85296 -0.338
H -2.01870 -0.02808 -3.64810 -0.106
Ba -2.85405 -4.12720 0.36865 1.867
H 3.29436 3.30596 2.82242 0.349
C -3.84159 -3.07543 -3.84882 0.569
N -2.53675 0.76562 -3.99705 -0.106
N -4.05665 -3.61743 -5.02675 -0.372
H 4.57771 1.06039 4.66950 0.400
C -2.16524 3.57714 -0.37514 0.578
H -3.31961 -0.46390 -2.30696 0.066
C -0.57575 -1.31619 0.51735 0.994
H 4.04794 0.12170 2.34208 0.167
H 0.82723 3.26336 -1.79942 0.262
H 3.46611 2.12664 -0.54588 0.266
H -3.87982 2.59020 -0.21798 0.207
C 3.32542 -3.41769 1.44497 -0.965
C 3.24410 -1.71239 3.14466 -0.705
H -2.02704 4.68971 -2.12474 0.171
H 0.10918 0.24510 1.89322 1.202
C -3.49070 1.23059 -3.23932 0.570
C 0.29505 0.88446 -0.09052 -1.026
H -3.22745 3.51166 -2.12689 0.118
H -2.71649 2.37112 1.14621 0.200
H 0.08507 -2.46331 3.27383 0.164
O -0.34096 -0.56054 5.68264 -0.637
O 2.89038 2.99758 2.01129 -0.544
N -3.87078 0.37793 -2.39433 -0.112
H 2.89543 -4.26697 1.97594 0.351
H 3.87627 -0.10567 5.51200 0.345
C -0.97559 -1.50491 -1.06093 0.029
H -2.37345 1.32605 -4.82128 0.219
O 3.33463 3.07360 -0.59303 -0.383
N -2.53790 4.00865 -1.58134 -0.242
C -0.59553 -1.23639 4.65295 0.479
N -2.99611 2.73866 0.24797 -0.318
H -2.13891 -2.25753 -2.95068 -0.143
H 3.21366 -3.47425 0.36219 0.309
N 2.25973 0.49441 3.27649 -0.669
H 4.40595 -3.56109 1.44409 0.370
C 3.53331 -0.20811 3.24456 0.547
H -0.44220 -0.70493 -3.09680 0.077